No. 1
{
  "formula": "C50H120N10O20",
  "method": "ωB97M-V/def2-TZVPD",
  "symbols": ["C", "O", "C", "C", "O", "C", "H", "H", "H", "H", "H", "H", "H", "H", "H", "H", "C", "O", "C", "C", "O", "C", "H", "H", "H", "H", "H", "H", "H", "H", "H", "H", "C", "O", "C", "C", "O", "C", "H", "H", "H", "H", "H", "H", "H", "H", "H", "H", "C", "O", "C", "C", "O", "C", "H", "H", "H", "H", "H", "H", "H", "H", "H", "H", "C", "O", "C", "C", "O", "C", "H", "H", "H", "H", "H", "H", "H", "H", "H", "H", "C", "C", "O", "N", "C", "H", "H", "H", "H", "H", "H", "H", "C", "C", "O", "N", "C", "H", "H", "H", "H", "H", "H", "H", "C", "C", "O", "N", "C", "H", "H", "H", "H", "H", "H", "H", "C", "C", "O", "N", "C", "H", "H", "H", "H", "H", "H", "H", "C", "C", "O", "N", "C", "H", "H", "H", "H", "H", "H", "H", "C", "C", "O", "N", "C", "H", "H", "H", "H", "H", "H", "H", "C", "C", "O", "N", "C", "H", "H", "H", "H", "H", "H", "H", "C", "C", "O", "N", "C", "H", "H", "H", "H", "H", "H", "H", "C", "C", "O", "N", "C", "H", "H", "H", "H", "H", "H", "H", "C", "C", "O", "N", "C", "H", "H", "H", "H", "H", "H", "H"],
  "positions_angstrom": [[-3.993150, 0.972246, -5.853348], [-3.043265, 1.249446, -4.771032], [-3.760305, 1.297777, -3.554310], [-4.579223, 0.070704, -3.162878], [-3.789883, -1.031472, -2.995082], [-3.726567, -2.087923, -3.922566], [-4.337419, -0.039275, -5.798203], [-3.501086, 1.169211, -6.813863], [-4.817405, 1.695926, -5.968386], [-4.418614, 2.167024, -3.588188], [-3.069599, 1.507312, -2.731504], [-5.363733, -0.167048, -3.937381], [-5.140533, 0.388101, -2.184570], [-3.510816, -3.026401, -3.391856], [-2.908806, -2.046242, -4.683556], [-4.683334, -2.163606, -4.432914], [2.864295, 7.675841, -2.746805], [1.927318, 7.279068, -1.780336], [2.464398, 6.493213, -0.717721], [1.384263, 6.312045, 0.291062], [0.530822, 5.310861, -0.233549], [-0.512469, 4.893812, 0.626822], [2.271714, 8.094144, -3.568817], [3.454366, 6.768233, -3.094182], [3.571857, 8.453922, -2.381551], [3.229451, 7.040842, -0.266085], [2.844411, 5.545007, -1.124035], [0.865922, 7.319450, 0.336916], [1.854982, 6.077427, 1.259818], [-1.232935, 5.736657, 0.773802], [-0.241153, 4.421222, 1.553348], [-1.132732, 4.128002, 0.034314], [4.626064, 2.776216, 6.065633], [3.965130, 2.669442, 4.872046], [4.562241, 1.831977, 3.854860], [3.643234, 0.672664, 3.319288], [3.457593, -0.281681, 4.314501], [2.363940, -1.212895, 4.008800], [5.058658, 1.869181, 6.391192], [3.849296, 3.085572, 6.806800], [5.383858, 3.550362, 5.989801], [5.408167, 1.243391, 4.337609], [4.838185, 2.507096, 3.064468], [4.109593, 0.229242, 2.409868], [2.662178, 1.179972, 2.993573], [1.305561, -0.739232, 3.979307], [2.408224, -1.986541, 4.746869], [2.580051, -1.661704, 3.074863], [4.212982, -4.297798, -0.877112], [4.739161, -3.228151, -0.178216], [4.963802, -3.581495, 1.190627], [5.407936, -2.385562, 1.959048], [6.636352, -1.903857, 1.374243], [7.150393, -0.863661, 2.217022], [4.398632, -5.312348, -0.490015], [4.669686, -4.304880, -1.881112], [3.133332, -4.215185, -0.956720], [5.717866, -4.368516, 1.227753], [4.029867, -3.949918, 1.636347], [5.425727, -2.516540, 3.044604], [4.690795, -1.595195, 1.962171], [6.344270, -0.119610, 2.295323], [7.988965, -0.459236, 1.717008], [7.347421, -1.154507, 3.269437], [-2.158350, 1.755234, 5.065230], [-0.787040, 2.029568, 4.882343], [0.070538, 2.286937, 5.942036], [0.687887, 0.998034, 6.482190], [-0.290869, 0.213249, 7.156858], [0.163701, -1.082577, 7.386747], [-2.573149, 1.364232, 4.119657], [-2.704173, 2.693829, 5.329009], [-2.309267, 0.977744, 5.801411], [-0.377952, 2.771336, 6.812393], [0.830709, 3.008644, 5.594865], [1.526869, 1.253376, 7.122851], [1.176090, 0.482626, 5.624516], [1.141056, -1.123105, 7.923320], [0.290009, -1.618306, 6.426238], [-0.605631, -1.602881, 7.983208], [-6.943938, -2.107913, 1.288886], [-5.433925, -2.422414, 1.173119], [-4.973136, -3.541570, 1.308116], [-4.697820, -1.387386, 0.844188], [-3.337327, -1.500404, 0.496753], [-7.451803, -2.524705, 0.424995], [-7.147586, -1.034808, 1.414652], [-7.452652, -2.523907, 2.236922], [-5.133214, -0.454487, 0.718742], [-3.234800, -2.202247, -0.238158], [-2.625983, -1.667526, 1.298890], [-3.020932, -0.519416, 0.009105], [6.690926, 4.758172, 0.990263], [5.196073, 4.643198, 1.185789], [4.554108, 5.477879, 1.863664], [4.642630, 3.545215, 0.638239], [3.281623, 3.193167, 0.976010], [7.193829, 4.325421, 1.846314], [7.158553, 5.705148, 0.909337], [7.101201, 4.218629, 0.158885], [5.193762, 2.899135, 0.036534], [2.444189, 3.622511, 0.391382], [3.099894, 3.479486, 1.968694], [3.086286, 2.130665, 0.891523], [-8.022230, 1.941356, 0.754516], [-6.519841, 2.045765, 0.726183], [-5.767684, 1.225196, 0.186265], [-6.034937, 3.083567, 1.470520], [-4.618947, 3.332480, 1.583989], [-8.408895, 1.124659, 1.287321], [-8.264654, 1.766281, -0.324990], [-8.539733, 2.820440, 1.159680], [-6.817510, 3.688627, 1.776429], [-4.394597, 4.179712, 0.979929], [-4.036893, 2.517599, 1.176192], [-4.342038, 3.609473, 2.629077], [3.291769, 3.052932, -2.955208], [1.848059, 2.676134, -2.694827], [1.544373, 1.709603, -2.019205], [0.915312, 3.515366, -3.206070], [-0.556241, 3.361152, -2.947359], [3.862941, 2.181435, -3.253232], [3.684236, 3.446700, -1.997820], [3.369500, 3.837160, -3.723227], [1.184214, 4.459167, -3.403827], [-0.823981, 2.317781, -3.210316], [-1.026757, 4.091479, -3.536188], [-0.741680, 3.410861, -1.865597], [-4.772120, -5.363597, -5.693959], [-3.369924, -4.816418, -5.582857], [-3.026457, -3.933769, -6.388499], [-2.567171, -5.194923, -4.546940], [-1.299558, -4.515520, -4.354126], [-4.853329, -6.472338, -5.586377], [-5.065262, -4.989314, -6.702826], [-5.383527, -4.918343, -4.971105], [-2.967151, -5.824937, -3.804017], [-1.393009, -3.619280, -3.780699], [-0.903529, -4.207435, -5.312495], [-0.522213, -5.217709, -3.914821], [-1.651604, -1.706783, -8.124752], [-0.554466, -1.725135, -7.088162], [0.527804, -2.195999, -7.420874], [-0.719494, -1.073700, -5.899799], [0.406113, -0.936189, -4.963152], [-2.133346, -2.699746, -8.145418], [-1.231293, -1.504613, -9.080857], [-2.413298, -0.957291, -7.979514], [-1.596275, -0.664904, -5.711951], [0.982314, -1.823424, -4.889554], [0.031322, -0.901462, -3.975240], [1.023345, -0.110744, -5.285621], [-3.430360, -1.922700, 4.938869], [-2.411740, -3.036941, 4.678112], [-2.478858, -4.203112, 5.107077], [-1.439016, -2.643948, 3.774155], [-0.522654, -3.601833, 3.340834], [-3.452456, -1.184185, 4.106972], [-3.359576, -1.578825, 5.969058], [-4.441038, -2.376408, 4.806433], [-1.376103, -1.740359, 3.394398], [-0.019096, -3.405454, 2.362703], [-1.000709, -4.622332, 3.272080], [0.251333, -3.787271, 4.094077], [7.510494, -0.400530, -1.526434], [6.264074, 0.298478, -1.083391], [6.276379, 1.495967, -0.953603], [5.200015, -0.499431, -0.841163], [3.873254, -0.020393, -0.618009], [8.451081, 0.186582, -1.474038], [7.478394, -0.803055, -2.542952], [7.649100, -1.269892, -0.851726], [5.350408, -1.452007, -0.647570], [3.875340, 1.076644, -0.784536], [3.599235, -0.348413, 0.378802], [3.266438, -0.409891, -1.346982], [-0.163868, 1.418428, 1.260585], [0.070094, 0.034342, 0.865283], [-0.147905, -0.897022, 1.661954], [0.414925, -0.273714, -0.415262], [0.639436, -1.647024, -0.962528], [-1.226904, 1.474240, 1.276171], [0.262932, 2.270588, 0.692542], [0.362377, 1.516574, 2.230768], [0.503869, 0.491371, -1.040073], [1.404517, -2.182766, -0.418324], [0.765218, -1.603906, -2.078842], [-0.247081, -2.290202, -0.892903], [-1.796138, -5.684897, -0.599996], [-3.104201, -5.954952, -1.188491], [-3.165921, -6.501208, -2.298512], [-4.244337, -5.813241, -0.475113], [-5.508159, -5.892717, -1.082457], [-1.489789, -4.643764, -0.917578], [-1.108558, -6.488229, -0.907366], [-1.864054, -5.625905, 0.487151], [-4.160099, -5.261948, 0.367043], [-6.339243, -6.266975, -0.445182], [-5.413361, -6.555833, -1.953762], [-5.739645, -4.895183, -1.505770]],
  "forces_ev_per_a": [[1.3, 1.4, -0.5], [-1.3, -0.6, -1.1], [-0.2, 0.4, 0.5], [-1.9, 1.1, -0.3], [1.5, -1.0, 1.4], [0.3, -0.2, -0.5], [-0.3, -0.5, -0.1], [0.5, -0.5, 0.3], [-0.1, -0.2, 1.0], [-0.4, 0.1, 0.0], [0.3, -0.2, -0.3], [0.4, 0.4, 0.7], [1.0, -0.9, -1.5], [-0.4, 0.3, 0.1], [-0.6, 0.6, 0.5], [-0.2, -0.2, -0.3], [0.5, -0.7, -0.2], [-0.2, -0.1, 0.0], [-0.8, 0.1, -1.3], [-0.3, 0.7, -0.2], [-0.2, -0.6, 0.9], [-2.1, 0.1, -2.1], [0.4, -0.1, 0.0], [-0.5, 1.0, 0.1], [-0.3, -0.5, -0.1], [1.7, 0.8, 0.8], [0.0, 0.0, 0.2], [0.2, -1.1, 0.3], [-0.4, -0.2, -0.1], [0.6, -0.4, 0.4], [0.6, 0.0, 0.6], [1.0, 1.0, 0.8], [-0.8, 1.4, 1.0], [-1.2, -1.3, -2.3], [0.0, -1.6, 1.7], [-0.9, 2.4, -0.4], [-1.3, -0.8, 0.2], [-0.3, 1.9, 0.5], [0.6, -1.2, 0.4], [0.8, -0.1, -0.3], [0.4, 0.2, 0.3], [-0.4, 1.1, -0.7], [0.5, -0.1, -0.5], [-0.2, 0.4, 0.4], [1.0, -0.9, 0.4], [1.9, -0.5, 0.0], [-0.1, -0.3, 0.6], [-0.1, -0.5, -1.3], [-0.2, -1.1, -1.7], [0.5, 0.1, 1.5], [-0.4, 0.1, 0.0], [0.9, 0.4, -0.4], [-0.3, -0.4, 1.8], [-1.8, -0.2, 0.2], [0.3, 0.4, 0.5], [-0.4, 0.1, 0.2], [-0.3, 0.1, -0.2], [0.1, -0.1, 0.1], [0.0, -0.1, -0.1], [0.8, -0.8, 0.1], [-0.9, 0.7, -0.8], [0.4, 0.3, -0.1], [1.0, 0.5, -0.2], [0.2, -0.3, -0.6], [-0.2, 0.5, 0.1], [-0.3, 0.1, -1.5], [0.3, -0.3, 1.2], [0.5, 0.3, -1.0], [0.4, 1.0, -0.4], [0.2, -1.1, 0.1], [0.4, 0.3, 0.2], [0.2, -0.7, 0.0], [-0.1, -0.1, 0.4], [-0.7, 0.2, -0.1], [0.0, -0.6, 0.0], [0.1, 0.1, 0.6], [-0.6, -0.1, 0.5], [-0.5, 0.2, -0.2], [0.0, 0.0, 0.3], [0.4, 0.2, -0.2], [-0.5, -0.2, 2.1], [-1.8, -0.3, 0.4], [0.1, -0.9, 0.1], [-0.7, 2.6, 0.2], [1.5, 3.2, 0.2], [-0.1, 0.1, -0.1], [0.3, -0.2, -0.6], [1.2, 0.0, -1.5], [0.3, -1.1, 0.1], [0.5, -2.1, -1.9], [-0.2, -0.3, 0.3], [-0.4, -1.1, 0.6], [0.5, -0.9, 0.2], [-0.2, 1.8, 0.8], [0.8, -1.5, -1.1], [-0.2, -0.7, -0.8], [-0.9, -0.4, -1.1], [-0.1, -0.3, 0.5], [-0.5, 1.5, 0.0], [-0.3, -0.7, -0.7], [-0.3, 0.6, 0.7], [0.7, 0.4, -0.2], [-0.3, 0.4, 1.5], [0.5, -0.3, 0.0], [0.1, 0.9, -2.3], [1.1, -0.2, 1.4], [-0.9, 0.6, 0.1], [-1.8, -0.8, -0.6], [-0.1, 1.0, 1.1], [0.0, -1.4, 0.8], [-0.3, 0.3, 0.9], [0.3, 0.0, -0.4], [1.7, -0.1, 0.1], [0.5, 0.9, -0.5], [-0.2, -0.4, 0.3], [-0.1, -0.6, -0.7], [-0.3, 0.7, 0.3], [-0.1, 1.0, -0.1], [-0.1, -0.7, 0.0], [-1.2, -0.1, 0.2], [2.4, -2.2, 1.1], [0.1, -0.1, 0.0], [0.0, -0.2, -0.5], [0.1, -0.3, 0.3], [0.4, 0.2, -0.2], [-0.1, 0.7, -0.3], [-1.0, 0.8, -0.5], [-0.1, 0.5, -0.3], [1.0, -1.1, -1.8], [0.9, 1.1, 0.2], [-0.1, -0.8, 0.5], [-1.2, -0.4, -0.4], [1.0, -1.7, -0.1], [0.1, 0.9, -0.2], [-0.2, -0.7, 0.8], [-1.0, 0.7, 1.2], [0.9, 0.8, -0.8], [0.0, 0.6, 0.8], [0.0, 0.0, -0.3], [-1.1, 0.8, -0.2], [-0.8, -0.7, 0.8], [1.0, 0.7, -0.8], [-0.1, -0.2, 0.6], [1.1, -1.2, -0.4], [-1.1, -0.1, -1.1], [0.2, 0.5, 0.0], [0.6, 0.0, -0.7], [-0.4, 0.2, 0.4], [-0.8, 0.6, 0.4], [0.7, -1.0, -0.8], [-0.6, 1.0, 1.0], [0.3, 0.3, 0.4], [-1.2, -1.2, -0.9], [0.1, -0.5, -0.9], [0.1, 2.3, -0.4], [-1.5, -1.0, 1.4], [1.6, -2.8, -0.9], [0.6, 0.0, 1.0], [0.1, 0.5, -0.2], [0.7, 0.0, 0.5], [-0.1, 1.2, -0.4], [-0.7, 0.4, 0.8], [0.2, 1.1, -0.1], [0.3, 0.2, 0.0], [1.4, -1.3, 0.4], [0.4, -1.4, -0.1], [-0.7, 2.4, 0.1], [0.9, 1.2, -0.7], [1.6, 1.6, 1.1], [-1.0, 0.1, 0.2], [-0.4, 0.1, 0.1], [0.0, 0.2, -0.4], [0.4, -1.3, -0.1], [-0.2, -0.7, 0.6], [-0.7, 0.4, 0.1], [-1.9, -1.1, -1.5], [1.8, 1.6, 0.5], [0.3, -3.5, -1.4], [0.2, 0.8, 0.0], [-0.1, -0.9, 0.4], [-1.3, 0.8, -0.4], [-0.9, 0.6, 0.7], [-0.3, -1.0, -0.5], [-1.1, 0.0, 0.0], [0.4, 0.6, -0.7], [0.6, 0.1, -0.1], [0.6, 0.3, 1.3], [-0.2, 0.4, 0.5], [0.9, 1.5, 0.8], [-1.9, -2.1, -0.9], [0.1, 0.2, 0.0], [2.0, 0.6, 1.4], [-1.5, 0.1, -1.6], [0.1, -1.2, 0.1], [-0.1, 0.7, 0.0], [0.1, -0.1, 0.1], [-0.3, 0.1, 0.2], [0.8, 0.4, -0.1], [-0.1, 0.1, 0.3], [-0.5, -0.4, 0.3]],
  "mulliken_charge": [-0.813, -0.269, -0.486, -0.249, -0.010, -0.110, 0.316, 0.215, 0.348, 0.473, 0.066, 0.502, -0.213, -0.184, -0.177, 0.474, -0.676, -0.399, 0.098, -0.692, -0.074, -0.813, 0.261, 0.220, 0.297, 0.695, -0.346, 0.439, 0.326, 0.286, 0.475, -0.045, -0.905, -0.156, -1.198, 3.017, -0.672, -0.303, 0.399, 0.218, 0.282, 0.633, -0.103, -1.105, -0.595, -0.172, 0.516, 0.100, -0.970, -0.184, -0.925, 0.518, -0.379, -0.573, 0.359, 0.313, 0.241, 0.384, 0.444, 0.684, -0.799, -0.034, 0.410, 0.332, -0.372, -0.133, -0.811, 0.387, -0.382, -0.481, -0.037, 0.269, 0.214, 0.375, 0.357, 0.453, -0.415, 0.324, 0.043, 0.267, -0.901, 0.665, -0.743, 0.663, -0.456, 0.249, 0.021, 0.342, 0.070, 0.256, 0.021, -0.114, -1.508, 0.775, -0.632, 0.691, -0.308, 0.328, 0.456, 0.321, 0.128, -0.820, 1.031, -0.329, -1.145, 0.663, -0.620, -0.168, -0.681, 0.242, 0.261, 0.410, 0.207, 0.377, 0.039, 0.295, -1.213, 0.467, -0.583, -0.070, -0.315, 0.410, -0.057, 0.462, 0.223, -0.091, 0.550, -0.167, -1.222, 0.605, -0.528, 0.066, -0.887, 0.332, 0.367, 0.260, 0.284, 0.189, 0.358, 0.299, -0.967, 0.842, -0.678, 0.161, -1.352, 0.152, 0.443, 0.133, 0.030, 0.483, 0.287, 0.495, -0.789, 0.625, -0.715, 0.719, -1.084, 0.013, 0.287, 0.327, -0.208, 0.135, 0.365, 0.327, -1.346, 0.464, -0.652, 0.169, 0.761, 0.316, 0.340, 0.283, 0.322, -1.016, -0.371, 0.652, 1.596, -0.500, -0.422, 2.045, -0.720, -0.001, -1.169, -0.202, -0.368, 0.239, -0.114, 0.017, -0.640, 0.815, -0.826, -0.044, -0.869, -0.222, 0.371, 0.421, 0.177, 0.288, 0.381, 0.194],
  "charge": 0,
  "orbital_gap_ev": 9.00
}


No. 2
{
  "formula": "C5H10O",
  "method": "ωB97M-V/def2-TZVPD",
  "symbols": ["O", "C", "C", "C", "C", "C", "H", "H", "H", "H", "H", "H", "H", "H", "H", "H"],
  "positions_angstrom": [[-2.183518, 0.062525, 0.787543], [-1.164201, 0.125969, -0.208845], [-0.342459, -1.151554, -0.230339], [0.828573, -0.990703, 0.377826], [0.946010, 0.384665, 0.971133], [-0.150377, 1.189522, 0.234669], [-2.673835, -0.757999, 0.657985], [-1.616876, 0.363891, -1.183301], [-0.722137, -2.094200, -0.609929], [1.418667, -0.232987, -2.109552], [1.545201, -1.761239, 0.644623], [0.675719, 0.168680, 1.996209], [1.942560, 0.854744, 0.949163], [1.888319, 0.190723, -2.501616], [-0.632489, 1.935178, 0.873376], [0.240840, 1.712778, -0.648943]],
  "forces_ev_per_a": [[-0.2, -0.2, 0.0], [0.3, 0.0, -0.2], [0.1, 0.0, -0.1], [-0.2, 0.0, 0.1], [0.2, 0.2, -0.5], [0.0, -0.1, 0.1], [0.0, 0.1, 0.1], [0.1, 0.0, 0.2], [0.0, 0.1, -0.1], [0.1, 0.1, -0.1], [-0.1, -0.1, -0.3], [0.0, 0.6, 0.6], [-0.3, -0.3, -0.1], [0.0, 0.0, 0.0], [0.0, -0.1, -0.1], [0.1, -0.2, 0.3]],
  "nbo_charge": [-0.720, 0.058, -0.251, -0.144, -0.450, -0.413, 0.466, 0.165, 0.208, 0.003, 0.211, 0.221, 0.215, -0.011, 0.228, 0.212],
  "smiles": "O[C@@H]1C=CCC1.[H][H]",
  "charge": 0,
  "orbital_gap_ev": 10.52
}


no.,largest force on an atom (Eh/bohr),calculated total energy (eV),HOMO level (eV)
1,0.0736,-109643.94141,-8.9
2,0.0173,-7392.96834,-9.5